This record from the OMol25 dataset describes C5H8N2 in the gas phase. The level of theory is ωB97M-V/def2-TZVPD.

## Properties
Max |F| = 3.14 eV/A
Lowest unoccupied orbital energy = 0.0402 Ha
Highest occupied orbital energy = -7.81 eV
Total charge = 0
DFT total energy = -8294.4273 eV
Frontier orbital gap = 8.90 eV

Last columns: bonded neighbours and bond lengths (Å).
CARTESIAN COORDINATES (ANGSTROEM)
1 C -1.109 -0.536 1.493  C2 1.464, H8 1.139, H9 1.095, H10 1.155
2 C -0.122 -0.275 0.443  C1 1.464, N3 1.399, C6 1.354
3 N 1.082 -0.986 0.491  C2 1.399, C4 1.382, H11 1.021
4 C 1.831 -0.551 -0.586  N3 1.382, C5 1.419, H12 1.079
5 C 1.120 0.444 -1.307  C4 1.419, C6 1.453, H13 1.064
6 C -0.162 0.548 -0.631  C2 1.354, C5 1.453, N7 1.417
7 N -1.268 1.399 -0.872  C6 1.417, H14 1.022, H15 1.019
8 H -2.172 -0.173 1.302  C1 1.139
9 H -1.243 -1.622 1.532  C1 1.095
10 H -0.811 -0.144 2.537  C1 1.155
11 H 1.336 -1.718 1.154  N3 1.021
12 H 2.759 -1.010 -0.892  C4 1.079
13 H 1.390 0.868 -2.245  C5 1.064
14 H -1.072 2.356 -0.571  N7 1.022
15 H -1.561 1.400 -1.848  N7 1.019


This record from the OMol25 dataset describes C6H10N2 in the gas phase. The level of theory is ωB97M-V/def2-TZVPD.

## Properties
Max |F| = 2.06 eV/A
Lowest unoccupied orbital energy = 0.0310 Ha
Highest occupied orbital energy = -7.39 eV
Total charge = 0
DFT total energy = -9360.7148 eV
Frontier orbital gap = 8.23 eV

Last columns: bonded neighbours and bond lengths (Å).
CARTESIAN COORDINATES (ANGSTROEM)
1 C -0.395 -0.152 0.080  C2 1.529, C3 1.529, C5 1.547, C6 1.509
2 C -1.264 -1.100 -0.746  C1 1.529, H13 1.089, H14 1.090, H15 1.089
3 C -1.024 0.131 1.444  C1 1.529, H16 1.091, H17 1.091, H18 1.091
4 N 1.955 0.332 -0.260  C5 1.481, C7 1.430, N8 1.417, H9 1.028
5 C 1.036 -0.722 0.227  C1 1.547, N4 1.481, N8 1.379, H10 1.106
6 C -0.133 1.131 -0.671  C1 1.509, C7 1.326, H11 1.077
7 C 1.161 1.398 -0.787  N4 1.430, C6 1.326, H12 1.073
8 N 1.828 -0.935 -0.881  N4 1.417, C5 1.379
9 H 2.809 0.569 0.261  N4 1.028
10 H 1.269 -1.169 1.211  C5 1.106
11 H -0.932 1.711 -1.100  C6 1.077
12 H 1.646 2.219 -1.280  C7 1.073
13 H -0.724 -1.381 -1.649  C2 1.089
14 H -2.204 -0.623 -1.022  C2 1.090
15 H -1.479 -2.002 -0.176  C2 1.089
16 H -2.026 0.543 1.321  C3 1.091
17 H -1.100 -0.795 2.017  C3 1.091
18 H -0.424 0.844 2.010  C3 1.091


This record from the OMol25 dataset describes 2 unconnected molecules or ions with the total composition C3H3N2O. The level of theory is ωB97M-V/def2-TZVPD.

## Properties
Max |F| = 4.55 eV/A
Lowest unoccupied orbital energy (alpha / beta) = -0.2711 / -0.2711 Ha
Highest occupied orbital energy (alpha / beta) = -15.48 / -15.48 eV
Total charge = +1
DFT total energy = -8176.1121 eV
Frontier orbital gap (alpha / beta) = 8.11 / 8.10 eV

Last columns: bonded neighbours and bond lengths (Å).
CARTESIAN COORDINATES (ANGSTROEM)
1 C -4.662 -0.259 0.088  O6 1.100
2 C -1.696 0.990 0.071  N4 1.144, N5 1.326
3 C 0.295 -0.104 -0.388  N5 1.336, H7 1.029, H8 1.120
4 N -2.757 1.341 -0.173  C2 1.144
5 N -0.564 0.435 0.482  C2 1.326, C3 1.336, H9 1.140
6 O -5.592 -0.809 -0.120  C1 1.100
7 H 1.162 -0.626 -0.203  C3 1.029
8 H 0.173 -0.037 -1.499  C3 1.120
9 H -0.446 0.430 1.616  N5 1.140


This record from the OMol25 dataset describes 2 unconnected molecules or ions with the total composition C3H7NO4. The level of theory is ωB97M-V/def2-TZVPD.

## Properties
Multiplicity = 3
Max |F| = 5.66 eV/A
Lowest unoccupied orbital energy (alpha / beta) = -0.0006 / -0.0998 Ha
Highest occupied orbital energy (alpha / beta) = -3.79 / -8.50 eV
Total charge = 0
DFT total energy = -12898.3048 eV
Frontier orbital gap (alpha / beta) = 3.78 / 5.79 eV

Last columns: bonded neighbours and bond lengths (Å).
CARTESIAN COORDINATES (ANGSTROEM)
1 C 1.743 0.242 -0.148  C3 1.364, O5 1.341, O6 1.369
2 C -1.810 0.756 -0.307  N4 1.305, H9 1.071, H10 1.061
3 C 1.112 -0.964 -0.056  C1 1.364, O7 1.322, O8 1.400
4 N -1.926 -0.538 -0.437  C2 1.305, H11 1.042
5 O 1.681 1.000 -1.253  C1 1.341, H13 1.000
6 O 2.311 0.883 0.920  C1 1.369, H15 1.060
7 O 0.530 -1.576 -1.073  C3 1.322, H14 1.002
8 O 0.992 -1.641 1.163  C3 1.400, H12 0.972
9 H -2.043 1.324 0.570  C2 1.071
10 H -1.756 1.135 -1.296  C2 1.061
11 H -2.045 -1.161 0.389  N4 1.042
12 H 0.157 -2.139 1.143  O8 0.972
13 H 1.733 1.938 -0.908  O5 1.000
14 H -0.456 -1.400 -1.034  O7 1.002
15 H 2.268 0.223 1.749  O6 1.060